# 1
Below is a cluster of 2 separate species, C2H3Cl3O2S2 in total, with properties calculated with wB97M-V/def2-TZVPD.

Summary:
net charge	0
E_LUMO (alpha / beta)	-2.3234 / -2.3400	eV
Kohn-Sham gap (alpha / beta)	6.80 / 6.78	eV
molecular weight	229.54	g/mol

Geometry as XYZ:
```
12
Properties=species:S:1:pos:R:3:mulliken_charge:R:1
C -0.35 0.30 -0.18 -0.89
C 3.71 -0.69 -2.97 0.25
O 0.55 0.52 -2.71 -0.58
O 2.09 1.02 -0.76 -0.55
S 1.66 -1.79 -1.58 -0.23
S 1.02 0.21 -1.37 1.04
Cl 2.98 0.62 -3.79 0.02
Cl 4.85 -0.24 -1.78 0.02
Cl 4.05 -2.05 -3.93 -0.04
H -0.09 1.07 0.44 0.37
H -1.38 0.40 -0.57 0.29
H -0.24 -0.58 0.45 0.31
```

---

# 2
Below is an isolated molecule of C2H3ClF2, with properties calculated with wB97M-V/def2-TZVPD.

Summary:
net charge	0
E_LUMO	0.9872	eV
Kohn-Sham gap	11.92	eV
molecular weight	100.50	g/mol
SMILES	FC[C@H](F)Cl

Geometry as XYZ:
```
8
Properties=species:S:1:pos:R:3:mulliken_charge:R:1
F -1.31 0.65 -0.65 -0.25
C -0.29 0.63 0.19 -0.36
C 0.30 -0.77 0.04 0.13
F 1.48 -0.57 0.79 -0.24
Cl 0.62 -0.53 -1.74 -0.19
H 0.50 1.46 0.00 0.29
H -0.87 0.63 1.25 0.23
H -0.43 -1.50 0.12 0.38
```

---

# 3
Below is a cluster of 2 separate species, C2H3ClF2O in total, with properties calculated with wB97M-V/def2-TZVPD.

Summary:
net charge	0
E_LUMO (alpha / beta)	0.0264 / -0.0997	eV
Kohn-Sham gap (alpha / beta)	8.91 / 9.11	eV
molecular weight	116.49	g/mol

Geometry as XYZ:
```
9
Properties=species:S:1:pos:R:3:mulliken_charge:R:1
C -0.64 -0.51 -0.50 -0.08
C 0.68 0.66 1.22 0.14
O -0.52 -1.53 -1.44 -0.45
F 1.59 1.40 0.48 -0.20
F 1.31 -0.21 2.08 -0.20
Cl -0.98 1.01 -1.35 -0.17
H -1.36 -0.92 0.08 0.36
H 0.07 1.33 1.71 0.28
H -0.14 -1.23 -2.29 0.33
```